Entry 1:
{
  "formula": "C15H18N2O3",
  "method": "ωB97M-V/def2-TZVPD",
  "spin_multiplicity": 1,
  "orbital_gap_ev": 8.6,
  "e_homo_ev": -8.7,
  "energy_ev": -24971.1212,
  "de_lowest_kcal_mol": 6.0,
  "molar_mass_g_mol": 274.3,
  "smiles": "CCCCOC(=O)CCc1nc2ccccc2[nH]c1=O",
  "symbols": ["C", "C", "C", "C", "O", "C", "O", "C", "C", "C", "N", "C", "C", "C", "C", "C", "C", "N", "C", "O", "H", "H", "H", "H", "H", "H", "H", "H", "H", "H", "H", "H", "H", "H", "H", "H", "H", "H"],
  "positions_angstrom": [[1.67574, -2.82216, -6.89578], [0.50702, -2.00830, -6.35427], [0.64880, -1.75680, -4.85590], [-0.52775, -0.95287, -4.30993], [-0.34857, -0.63361, -2.93065], [-0.68366, -1.56973, -2.04089], [-1.15267, -2.63925, -2.33229], [-0.39438, -1.13944, -0.62063], [-0.39887, 0.37995, -0.42615], [-0.11820, 0.72781, 0.99958], [-1.03769, 1.28457, 1.70194], [-0.80558, 1.61031, 3.00866], [-1.81661, 2.21371, 3.76335], [-1.58902, 2.54625, 5.07871], [-0.35254, 2.28604, 5.66756], [0.65974, 1.69240, 4.94533], [0.44223, 1.34930, 3.61220], [1.40615, 0.75561, 2.83925], [1.22680, 0.40092, 1.52312], [2.12086, -0.12696, 0.88806], [1.56050, -2.99232, -7.96348], [2.61467, -2.29861, -6.73040], [1.72971, -3.78721, -6.39759], [0.45447, -1.05150, -6.87901], [-0.42651, -2.54255, -6.54231], [0.69587, -2.70996, -4.32572], [1.57320, -1.21036, -4.65599], [-1.45767, -1.51931, -4.42758], [-0.61308, 0.01040, -4.81795], [-1.12559, -1.62120, 0.03088], [0.59571, -1.52812, -0.36538], [0.38098, 0.81190, -1.05584], [-1.36565, 0.79791, -0.70557], [-2.76348, 2.40451, 3.28471], [-2.36901, 3.01142, 5.66151], [-0.18531, 2.55185, 6.70033], [1.61943, 1.48874, 5.39831], [2.31395, 0.55808, 3.24742]]
}

=====

Entry 2:
{
  "formula": "C15H18N4O2S",
  "method": "ωB97M-V/def2-TZVPD",
  "spin_multiplicity": 1,
  "orbital_gap_ev": 8.1,
  "e_homo_ev": -8.1,
  "energy_ev": -36736.4826,
  "de_lowest_kcal_mol": 77.2,
  "molar_mass_g_mol": 318.4,
  "smiles": "Cc1ccc(-c2nc(NC(=O)NN3CCOCC3)cs2)cc1",
  "symbols": ["C", "C", "C", "C", "C", "C", "N", "C", "N", "C", "O", "N", "N", "C", "C", "O", "C", "C", "C", "S", "C", "C", "H", "H", "H", "H", "H", "H", "H", "H", "H", "H", "H", "H", "H", "H", "H", "H", "H", "H"],
  "positions_angstrom": [[0.31042, -5.33508, 1.26877], [0.66920, -3.86698, 1.42839], [1.55244, -3.48046, 2.42709], [1.96568, -2.14550, 2.55827], [1.46356, -1.18300, 1.66762], [1.85931, 0.27103, 1.79719], [1.22555, 1.17367, 1.07571], [1.65662, 2.43981, 1.35156], [1.23113, 3.52026, 0.64812], [0.23103, 3.52802, -0.30605], [-0.09390, 4.65328, -0.54928], [-0.41993, 2.41225, -0.83705], [-1.40154, 2.41190, -1.88165], [-2.79248, 2.10891, -1.52106], [-2.91847, 0.55208, -1.50241], [-2.48296, -0.03762, -2.73047], [-1.14179, 0.25722, -3.08711], [-0.98186, 1.81617, -3.14590], [2.60862, 2.53469, 2.31596], [3.05189, 0.95959, 2.92430], [0.53718, -1.59098, 0.68212], [0.14952, -2.91719, 0.57593], [0.05681, -5.49884, 0.24753], [-0.56455, -5.58785, 1.89442], [1.16415, -5.97459, 1.56467], [1.95067, -4.17954, 3.13441], [2.66343, -1.86439, 3.34635], [1.54082, 4.46917, 0.95385], [-0.24286, 1.55725, -0.30819], [-3.46525, 2.52792, -2.27339], [-3.00603, 2.54938, -0.53621], [-2.29356, 0.18100, -0.68081], [-3.96293, 0.23655, -1.28372], [-0.93041, -0.13836, -4.07866], [-0.37566, -0.09185, -2.34635], [0.09476, 2.02620, -3.31359], [-1.53954, 2.24090, -3.94839], [3.03483, 3.47805, 2.61264], [0.15727, -0.80433, 0.05144], [-0.56114, -3.20871, -0.19606]]
}